[1]
# C15H27CeClIOP2

C15H27CeClIOP2 as an isolated structure (ωB97M-V/def2-TZVPD, the OMol25 dataset).

F_max ... 3.654 eV Å⁻¹
HOMO level (alpha / beta) ... -14.60 / -14.44 eV
Multiplicity ... 2
Charge ... +2

```
48
Properties=species:S:1:pos:R:3:forces:R:3
C -1.808 -0.585 -0.721 -0.23 -0.18 0.26
I 2.718 -1.144 -2.365 -0.94 0.03 0.45
H -2.330 -0.129 0.148 0.17 -0.53 -0.58
H -2.203 -1.590 -0.933 -0.15 0.38 -0.07
H -1.995 0.067 -1.607 0.19 -0.26 0.20
Ce 0.511 -0.278 -0.489 1.20 1.10 0.31
P -0.204 -2.758 0.842 -0.86 -2.90 2.05
C 1.364 -3.659 1.098 0.84 0.68 -0.48
C -0.867 -2.702 2.554 -0.25 1.19 0.33
H -0.984 -3.722 2.950 0.19 0.18 -0.45
H -1.040 -5.038 0.730 0.10 0.46 -0.05
H -1.849 -2.213 2.555 0.23 -0.20 -0.02
H -2.321 -3.855 0.301 0.37 -0.05 -0.04
H 2.002 -3.098 1.794 -0.19 -0.32 -0.23
H -0.209 -2.117 3.207 -0.15 -0.29 -0.19
C -1.258 -4.108 0.186 -0.39 0.52 -1.06
H 1.115 -4.650 1.503 0.00 0.37 -0.15
H -1.047 -4.255 -0.880 -0.12 -0.13 0.28
H 1.878 -3.748 0.131 -0.03 -0.22 0.38
P 0.668 2.534 -1.456 -0.40 1.81 -1.14
C 2.264 3.235 -1.990 0.44 -0.28 0.04
C -0.322 2.814 -2.986 -0.09 -0.52 0.08
H -1.060 3.886 -0.378 0.28 0.06 0.02
H 0.309 4.900 -0.942 -0.08 -0.38 0.02
H 0.464 3.930 0.547 -0.11 0.16 -0.17
C 0.033 3.951 -0.461 -0.13 -0.45 0.55
H -1.390 2.710 -2.748 0.26 0.07 -0.16
H -0.128 3.822 -3.388 -0.04 -0.37 0.20
H 2.099 4.287 -2.275 0.08 -0.43 0.11
H 2.639 2.678 -2.860 0.01 0.14 0.27
H -0.054 2.060 -3.738 -0.10 0.26 0.06
H 3.000 3.182 -1.176 -0.13 0.14 -0.35
C 3.218 0.859 0.121 3.17 0.01 0.66
O 4.338 0.873 0.373 -3.19 0.11 -0.74
Cl 2.119 -0.397 2.504 0.05 0.10 0.08
C 0.838 0.239 3.512 -0.89 0.46 0.73
C 0.900 0.143 4.899 0.02 -0.05 -0.04
C -0.258 0.400 5.659 0.52 -0.15 -0.45
C -1.464 0.681 5.005 -0.21 0.31 -0.04
C -1.495 0.876 3.631 0.43 -0.10 -0.06
C -0.302 0.762 2.866 -0.13 -0.91 -0.07
C -0.245 1.094 1.449 -0.08 0.17 -0.29
H 1.845 -0.133 5.370 -0.32 -0.06 0.00
H -0.210 0.337 6.749 -0.04 -0.02 -0.35
H -2.378 0.817 5.590 0.31 -0.11 -0.21
H -2.430 1.105 3.110 0.30 0.13 0.25
H -1.217 1.423 1.050 0.32 0.29 -0.01
H 0.586 1.789 1.213 -0.20 -0.20 0.09
```
Forces are in eV/Å.

Now the Löwdin charges, all in e:
1 C -0.253
2 I 0.433
3 H 0.033
4 H 0.012
5 H 0.042
6 Ce 0.153
7 P 0.828
8 C -0.220
9 C -0.191
10 H 0.088
11 H 0.080
12 H 0.073
13 H 0.073
14 H 0.035
15 H 0.041
16 C -0.209
17 H 0.085
18 H 0.072
19 H 0.059
20 P 0.759
21 C -0.249
22 C -0.241
23 H 0.062
24 H 0.069
25 H 0.050
26 C -0.234
27 H 0.054
28 H 0.072
29 H 0.070
30 H 0.063
31 H 0.055
32 H 0.041
33 C -0.177
34 O 0.110
35 Cl 0.812
36 C -0.552
37 C -0.061
38 C -0.014
39 C -0.043
40 C -0.007
41 C -0.296
42 C -0.200
43 H 0.123
44 H 0.128
45 H 0.126
46 H 0.129
47 H 0.075
48 H 0.040

---

[2]
# C3H5N3

The molecule C3H5N3 (ωB97M-V/def2-TZVPD, the OMol25 dataset).

F_max ... 4.848 eV Å⁻¹
Structure (SMILES) ... [H]/N=C/N(C)C#N
HOMO level ... -9.29 eV

```
11
Properties=species:S:1:pos:R:3:forces:R:3
H 0.227 -2.942 0.051 -0.12 0.04 -0.35
N 0.214 -1.949 0.249 -0.02 -0.18 -0.04
C -0.154 -1.168 -0.638 0.61 3.66 2.69
N -0.128 0.409 -0.169 -0.34 -4.37 -2.07
C 0.288 0.878 1.115 0.05 0.26 0.45
C -0.427 1.189 -1.177 -0.04 0.38 0.14
N -0.709 1.818 -2.097 -0.19 0.50 -0.69
H -0.495 -1.227 -1.658 -0.09 -0.09 -0.29
H 0.707 0.041 1.669 0.00 -0.01 -0.01
H 1.041 1.660 0.994 0.02 -0.11 0.10
H -0.564 1.292 1.661 0.12 -0.08 0.06
```
Forces are in eV/Å.

Now the Löwdin charges, all in e:
1 H 0.067
2 N 0.112
3 C -0.100
4 N -0.123
5 C -0.073
6 C -0.386
7 N 0.134
8 H 0.115
9 H 0.073
10 H 0.092
11 H 0.090

---

[3]
# CH6OP2S

A 2-piece molecular cluster, CH6OP2S overall (ωB97M-V/def2-TZVPD, the OMol25 dataset).

F_max ... 3.317 eV Å⁻¹
HOMO level (alpha / beta) ... -8.85 / -7.83 eV

```
11
Properties=species:S:1:pos:R:3:forces:R:3
C 1.898 0.759 -0.681 1.38 -2.17 2.10
O -0.323 -2.138 0.038 -2.28 -1.37 1.25
P -1.486 -1.191 -0.568 -0.85 1.04 0.76
P -1.009 0.690 0.547 0.48 1.53 0.24
S -2.177 2.249 0.226 0.38 -0.71 -0.11
H 1.262 1.482 -1.028 -1.19 1.49 -1.28
H 2.264 0.884 0.351 -0.08 -0.02 -0.72
H 2.191 -0.175 -1.185 -0.36 0.77 0.01
H 0.512 -1.900 -0.238 3.04 0.76 -1.05
H -2.357 -1.303 0.552 -0.29 -0.69 -0.31
H -0.774 0.641 1.986 -0.23 -0.64 -0.88
```
Forces are in eV/Å.

Now the Löwdin charges, all in e:
1 C 0.033
2 O -0.429
3 P 0.618
4 P 0.070
5 S 0.008
6 H -0.083
7 H -0.005
8 H -0.005
9 H -0.031
10 H -0.097
11 H -0.078

---

[4]
# C11H17FINO6S

A 2-piece molecular cluster, C11H17FINO6S overall (ωB97M-V/def2-TZVPD, the OMol25 dataset).

F_max ... 2.257 eV Å⁻¹
Structure (SMILES) ... CS(=O)(=O)[C@@H]1C[C@@H](CCCI)C(=O)N1.O=C1OC[C@@H](F)O1
HOMO level ... -9.67 eV

```
38
Properties=species:S:1:pos:R:3:forces:R:3
C -3.637 -0.991 -2.881 0.19 0.05 -0.07
S -2.028 -1.485 -3.434 0.03 -0.69 -0.89
O -1.806 -2.868 -3.088 -0.01 0.04 0.48
O -1.854 -1.130 -4.815 0.03 0.50 0.10
C -0.938 -0.513 -2.415 -0.38 -0.05 0.65
C 0.554 -0.845 -2.565 0.50 0.13 -0.16
C 1.049 -1.145 -1.129 -0.43 0.99 -0.39
C 2.411 -0.566 -0.809 0.31 -0.47 0.09
C 3.099 -1.120 0.459 -0.13 -0.11 0.04
C 2.358 -2.240 1.175 0.59 0.18 0.42
I 3.101 -2.436 3.192 -0.08 -0.05 -0.18
C -0.072 -0.444 -0.353 0.28 0.47 1.47
O 0.048 0.356 0.560 -0.33 -1.52 -1.64
N -1.324 -0.801 -1.012 0.53 0.55 0.45
H -4.323 -1.126 -3.704 -0.06 -0.11 -0.27
H -3.915 -1.611 -2.044 -0.06 -0.03 0.27
H -3.593 0.056 -2.610 -0.07 0.18 0.11
H -1.164 0.535 -2.578 0.01 0.16 -0.32
H 0.718 -1.656 -3.264 0.02 -0.31 0.02
H 1.138 -0.009 -2.933 -0.22 0.33 -0.25
H 0.987 -2.221 -1.018 -0.01 -0.23 0.47
H 3.057 -0.734 -1.665 0.15 -0.06 -0.16
H 2.319 0.506 -0.696 -0.14 0.27 -0.10
H 3.277 -0.319 1.164 -0.08 0.27 0.09
H 4.078 -1.504 0.198 0.26 -0.03 -0.03
H 1.302 -2.069 1.296 -0.26 0.01 0.02
H 2.566 -3.200 0.729 -0.24 -0.27 -0.14
H -1.315 -1.817 -0.917 -0.42 -0.22 -0.13
O -0.445 5.798 3.883 0.05 0.30 0.08
C -0.491 4.632 3.714 0.09 -0.25 -0.06
O -0.271 4.008 2.532 -0.02 -0.15 0.06
C -0.270 2.591 2.760 -0.02 0.06 -0.11
C -1.070 2.485 4.038 0.22 0.04 0.17
F -0.653 1.461 4.825 0.01 0.09 -0.01
O -0.787 3.715 4.682 -0.26 -0.03 -0.14
H 0.753 2.244 2.904 -0.02 -0.05 0.11
H -0.714 2.064 1.927 -0.06 0.12 -0.14
H -2.148 2.398 3.892 -0.01 -0.10 0.07
```
Forces are in eV/Å.

Now the Löwdin charges, all in e:
1 C -0.129
2 S 0.636
3 O -0.309
4 O -0.300
5 C -0.371
6 C -0.089
7 C -0.236
8 C -0.148
9 C -0.296
10 C -0.651
11 I 0.753
12 C -0.362
13 O 0.132
14 N 0.060
15 H 0.073
16 H 0.068
17 H 0.071
18 H 0.141
19 H 0.124
20 H 0.125
21 H 0.151
22 H 0.117
23 H 0.119
24 H 0.076
25 H 0.101
26 H 0.022
27 H 0.038
28 H 0.120
29 O 0.186
30 C -0.556
31 O 0.072
32 C -0.055
33 C -0.311
34 F 0.073
35 O 0.129
36 H 0.146
37 H 0.109
38 H 0.172